Computed, not measured: a structure of composition C22H25N3O3RuS in a non-equilibrium geometry, with ωB97M-V/def2-TZVPD.

CARTESIAN COORDINATES (ANGSTROEM)
1 Ru 0.060 -0.251 0.278
2 O 3.744 -5.935 1.520
3 C 2.342 -6.031 1.477
4 C 1.777 -4.672 1.183
5 C 0.403 -4.473 1.112
6 C -0.088 -3.214 0.839
7 N 0.726 -2.171 0.638
8 C 2.061 -2.345 0.705
9 C 2.614 -3.582 0.973
10 C 2.854 -1.124 0.463
11 C 4.234 -1.102 0.406
12 C 4.893 0.097 0.162
13 C 6.390 0.153 0.095
14 O 6.899 -1.133 0.335
15 C 4.127 1.246 -0.022
16 C 2.757 1.158 0.044
17 N 2.123 -0.002 0.282
18 H 4.125 -6.801 1.695
19 H 1.925 -6.381 2.428
20 H 2.002 -6.721 0.695
21 H -0.290 -5.289 1.267
22 H -1.146 -3.009 0.760
23 H 3.682 -3.721 1.028
24 H 4.815 -2.000 0.545
25 H 6.740 0.880 0.838
26 H 6.675 0.531 -0.894
27 H 7.859 -1.122 0.272
28 H 4.592 2.204 -0.213
29 H 2.129 2.028 -0.087
30 C -2.064 -0.535 -1.558
31 O -1.573 -1.002 -0.309
32 H -2.517 0.456 -1.468
33 H -2.819 -1.237 -1.912
34 H -1.273 -0.491 -2.317
35 C -2.497 3.905 -2.004
36 C -1.401 4.020 -0.936
37 C -0.919 2.709 -0.517
38 N -0.554 1.667 -0.213
39 H -2.818 4.905 -2.285
40 H -3.362 3.363 -1.623
41 H -2.127 3.401 -2.895
42 H -1.765 4.530 -0.042
43 H -0.541 4.582 -1.304
44 S -0.130 0.006 2.425
45 C -1.563 0.830 2.895
46 C -2.691 0.989 2.069
47 C -3.812 1.606 2.578
48 C -3.821 2.073 3.894
49 C -2.709 1.910 4.717
50 C -1.582 1.284 4.230
51 H -2.681 0.586 1.066
52 H -4.695 1.717 1.963
53 H -4.707 2.556 4.283
54 H -2.731 2.265 5.738
55 H -0.715 1.135 4.861

Properties
energy relative to the best compared isomer or geometry (same formula, charge and spin) = 14.7 kJ/mol
maximum force = 2.0 eV/Å
total charge = +2
HOMO energy (spin up / spin down) = -14.17 / -14.17 eV
HOMO-LUMO gap (spin up / spin down) = 0.2156 / 0.2154 Ha

Charges in e, computed with Löwdin, in the same order as the atoms: 1.1139 -0.0375 -0.1923 -0.1325 0.0354 -0.0743 -0.0760 -0.1727 0.0869 -0.1656 0.0883 -0.1295 -0.1924 -0.0343 0.0261 -0.0851 -0.0706 0.1129 0.1451 0.1461 0.1390 0.1185 0.1265 0.1277 0.1464 0.1470 0.1141 0.1378 0.1067 -0.1637 -0.4291 0.0607 0.0973 0.0849 -0.0656 -0.1743 -0.0952 0.0759 0.0910 0.0829 0.0876 0.1353 0.1339 0.8923 -0.6020 -0.0993 -0.0495 -0.0251 -0.0445 -0.0975 0.0731 0.1186 0.1223 0.1233 0.1108

Computed, not measured: the molecule C22H25N3O4S, with ωB97M-V/def2-TZVPD.

CARTESIAN COORDINATES (ANGSTROEM)
1 C -3.072 -0.527 2.072
2 N -3.155 0.765 1.417
3 C -2.142 1.671 1.908
4 H -2.256 2.645 1.432
5 H -2.290 1.798 2.981
6 H -1.113 1.316 1.750
7 C -3.312 0.730 -0.025
8 C -4.766 0.497 -0.408
9 C -5.756 0.366 0.557
10 C -7.077 0.171 0.195
11 C -7.437 0.119 -1.140
12 C -6.465 0.287 -2.111
13 C -5.144 0.480 -1.747
14 H -4.409 0.637 -2.524
15 H -6.735 0.274 -3.156
16 H -8.467 -0.036 -1.423
17 H -7.831 0.065 0.962
18 H -5.488 0.437 1.598
19 C -2.388 -0.278 -0.761
20 N -1.003 0.126 -0.736
21 C -0.054 -0.522 -0.025
22 O -0.269 -1.530 0.620
23 C 1.303 0.107 -0.083
24 C 2.074 0.106 1.076
25 C 3.352 0.633 1.061
26 C 3.856 1.139 -0.121
27 C 3.107 1.147 -1.281
28 C 1.821 0.636 -1.262
29 H 1.239 0.615 -2.172
30 H 3.538 1.561 -2.180
31 S 5.549 1.730 -0.186
32 O 5.607 2.836 -1.094
33 O 6.040 1.879 1.149
34 N 6.422 0.501 -0.896
35 H 6.166 0.366 -1.862
36 C 6.555 -0.724 -0.140
37 C 5.313 -1.561 -0.149
38 C 4.677 -2.264 0.829
39 C 3.525 -2.833 0.228
40 C 3.546 -2.430 -1.067
41 O 4.625 -1.662 -1.311
42 H 2.881 -2.612 -1.887
43 H 2.782 -3.440 0.701
44 H 4.989 -2.367 1.848
45 H 6.792 -0.429 0.884
46 H 7.402 -1.286 -0.551
47 H 3.972 0.657 1.942
48 H 1.660 -0.322 1.976
49 H -0.773 1.008 -1.167
50 H -2.444 -1.260 -0.290
51 H -2.707 -0.373 -1.802
52 H -3.052 1.733 -0.395
53 H -3.819 -1.199 1.654
54 H -3.288 -0.385 3.132
55 H -2.083 -0.995 1.984

Properties
energy relative to the best compared isomer or geometry (same formula, charge and spin) = 256.3 kJ/mol
maximum force = 1.0 eV/Å
HOMO energy = -8.46 eV
HOMO-LUMO gap = 0.3163 Ha

Charges in e, computed with Löwdin, in the same order as the atoms: -0.0869 -0.2404 -0.0836 0.0873 0.0863 0.0748 -0.2617 -0.1696 -0.0352 -0.0784 -0.0958 -0.0867 -0.0513 0.1053 0.1012 0.0997 0.1021 0.1050 -0.1079 0.0860 -0.4671 0.0620 -0.1344 0.0020 -0.0418 -0.2671 -0.0474 -0.0177 0.1176 0.1197 0.6476 -0.2816 -0.2782 -0.1161 0.1123 -0.1514 -0.2876 -0.0277 -0.0507 -0.1130 0.0322 0.1255 0.1087 0.1158 0.1249 0.1332 0.1209 0.1277 0.1416 0.1238 0.1132 0.1497 0.0897 0.0903 0.0732

Computed, not measured: the molecule C22H25N3O6, with ωB97M-V/def2-TZVPD.

CARTESIAN COORDINATES (ANGSTROEM)
1 C -0.520 0.249 4.403
2 H -1.156 -0.602 4.669
3 O -1.149 1.102 3.483
4 C -1.445 0.626 2.232
5 C -1.250 -0.700 1.861
6 C -1.597 -1.155 0.597
7 C -2.151 -0.278 -0.321
8 C -2.361 1.048 0.029
9 C -1.988 1.524 1.304
10 O -2.245 2.847 1.506
11 C -1.499 3.580 2.459
12 H -1.809 3.348 3.479
13 H -0.427 3.403 2.351
14 H -1.719 4.626 2.241
15 O -2.917 1.986 -0.779
16 C -3.281 1.624 -2.093
17 H -4.010 0.808 -2.098
18 H -3.738 2.516 -2.519
19 H -2.403 1.351 -2.685
20 H -2.406 -0.630 -1.306
21 C -1.295 -2.589 0.241
22 N 0.146 -2.794 0.253
23 C 0.874 -3.181 -0.843
24 C 0.474 -4.218 -1.688
25 C 1.296 -4.646 -2.712
26 C 2.537 -4.066 -2.918
27 C 2.944 -3.016 -2.111
28 C 2.116 -2.575 -1.100
29 O 2.492 -1.482 -0.298
30 C 1.838 -0.330 -0.548
31 C 1.112 -0.064 -1.659
32 C 0.476 1.209 -1.835
33 O -0.180 1.529 -2.806
34 N 0.672 2.111 -0.782
35 C 1.364 1.850 0.365
36 O 1.474 2.650 1.270
37 N 1.962 0.596 0.449
38 C 2.740 0.281 1.628
39 H 3.777 0.084 1.354
40 H 2.335 -0.601 2.126
41 H 2.687 1.143 2.291
42 C 0.079 3.432 -0.920
43 H 0.666 4.140 -0.340
44 H 0.086 3.693 -1.977
45 H -0.951 3.428 -0.563
46 H 1.007 -0.787 -2.448
47 H 3.891 -2.523 -2.270
48 H 3.179 -4.415 -3.711
49 H 0.967 -5.451 -3.352
50 H -0.481 -4.692 -1.521
51 H 0.617 -2.107 0.827
52 H -1.689 -2.831 -0.748
53 H -1.755 -3.264 0.975
54 H -0.847 -1.405 2.571
55 H -0.348 0.858 5.290
56 H 0.442 -0.115 4.028

Properties
energy relative to the best compared isomer or geometry (same formula, charge and spin) = 255.1 kJ/mol
maximum force = 0.9 eV/Å
HOMO energy = -7.85 eV
HOMO-LUMO gap = 0.3109 Ha

Charges in e, computed with Löwdin, in the same order as the atoms: -0.0744 0.0979 -0.0949 -0.1822 0.0065 -0.2116 0.0273 -0.2003 -0.1375 -0.0583 -0.0611 0.0889 0.0776 0.0973 -0.0691 -0.0661 0.0951 0.0984 0.0753 0.1176 -0.1295 0.0555 -0.2131 -0.0161 -0.0859 -0.0903 -0.0066 -0.1987 0.0537 -0.2599 0.0900 -0.4307 0.0577 0.0503 -0.4346 0.0706 0.0417 0.0079 0.1020 0.0900 0.0942 0.0197 0.0978 0.0988 0.0883 0.1325 0.1234 0.1004 0.1037 0.1111 0.1086 0.1191 0.1243 0.1118 0.0984 0.0870

Computed, not measured: the molecule C22H25N3OS2, with ωB97M-V/def2-TZVPD.

CARTESIAN COORDINATES (ANGSTROEM)
1 C 3.205 0.429 -2.981
2 C 1.890 0.715 -2.269
3 H 1.463 -0.220 -1.899
4 C 2.089 1.675 -1.090
5 C 0.771 2.011 -0.481
6 N 0.032 2.945 -1.055
7 C -1.148 3.170 -0.507
8 C -1.657 2.496 0.626
9 C -0.769 1.544 1.146
10 N 0.402 1.316 0.590
11 S -1.144 0.557 2.547
12 C 0.487 -0.169 2.883
13 C 1.332 -0.721 1.737
14 O 2.494 -0.377 1.663
15 N 0.810 -1.712 0.975
16 C 1.586 -2.519 0.124
17 C 2.816 -2.257 -0.446
18 C 3.373 -3.231 -1.264
19 C 2.726 -4.431 -1.499
20 C 1.497 -4.696 -0.905
21 C 0.934 -3.735 -0.096
22 C -0.346 -3.756 0.687
23 H -1.184 -4.170 0.129
24 H -0.217 -4.345 1.600
25 C -0.547 -2.263 0.998
26 C -1.390 -1.625 -0.108
27 H -0.960 -1.863 -1.079
28 H -2.407 -2.008 -0.067
29 H -1.425 -0.545 -0.008
30 H -1.015 -2.099 1.970
31 H 0.993 -5.637 -1.073
32 H 3.178 -5.171 -2.142
33 H 4.331 -3.043 -1.726
34 H 3.329 -1.333 -0.248
35 H 1.089 0.606 3.360
36 H 0.290 -0.964 3.607
37 C -2.963 2.940 0.995
38 C -3.415 3.920 0.170
39 S -2.274 4.345 -1.094
40 C -4.718 4.639 0.228
41 H -4.780 5.364 -0.578
42 H -5.548 3.939 0.129
43 H -4.826 5.163 1.177
44 C -3.721 2.381 2.153
45 H -3.814 1.301 2.054
46 H -4.712 2.819 2.213
47 H -3.189 2.581 3.082
48 H 2.556 2.593 -1.449
49 H 2.714 1.208 -0.329
50 H 1.180 1.159 -2.970
51 H 3.051 -0.281 -3.790
52 H 3.930 0.010 -2.289
53 H 3.618 1.345 -3.399

Properties
energy relative to the best compared isomer or geometry (same formula, charge and spin) = 0.0 kJ/mol
maximum force = 0.7 eV/Å
HOMO energy = -8.15 eV
HOMO-LUMO gap = 0.3170 Ha

Charges in e, computed with Löwdin, in the same order as the atoms: -0.1088 -0.2471 0.0940 -0.1300 -0.3278 0.1370 -0.5218 -0.1913 -0.4993 0.1273 1.0114 -0.3351 -0.5074 0.0516 0.0579 -0.1475 -0.0083 -0.0769 -0.0913 -0.0318 -0.1638 -0.0658 0.1218 0.1258 -0.3089 -0.0304 0.0927 0.0860 0.0431 0.1151 0.1112 0.0980 0.1031 0.0977 0.0901 0.0882 -0.2824 -0.5210 1.1012 -0.1015 0.0645 0.0859 0.0869 -0.0539 0.0682 0.0746 0.0762 0.1212 0.1061 0.1096 0.0712 0.0625 0.0721

Computed, not measured: the molecule C22H25N5O4S2 in a non-equilibrium geometry, with ωB97M-V/def2-TZVPD.

CARTESIAN COORDINATES (ANGSTROEM)
1 C 0.485 3.498 3.448
2 H 0.575 3.103 4.458
3 H 1.080 4.406 3.378
4 H -0.555 3.767 3.276
5 C 0.982 2.466 2.431
6 C 0.862 2.974 1.021
7 C 1.978 3.488 0.378
8 C 1.915 3.973 -0.916
9 C 0.711 3.952 -1.596
10 C -0.418 3.449 -0.980
11 C -0.354 2.963 0.322
12 N -1.493 2.453 0.953
13 C -2.610 1.931 0.408
14 N -3.024 2.237 -0.830
15 N -3.468 1.520 -1.746
16 C -3.224 0.182 -1.800
17 C -4.093 -0.666 -2.485
18 N -3.735 -1.959 -2.315
19 C -2.593 -2.000 -1.540
20 C -1.851 -3.091 -1.116
21 C -0.715 -2.849 -0.362
22 C -0.315 -1.545 -0.107
23 C -1.035 -0.450 -0.532
24 C -2.226 -0.672 -1.210
25 H -0.630 0.530 -0.348
26 S 1.135 -1.169 0.868
27 O 0.760 -1.087 2.250
28 O 1.765 -0.011 0.290
29 N 2.058 -2.560 0.664
30 C 2.841 -2.562 -0.557
31 H 2.245 -2.082 -1.334
32 C 4.165 -1.814 -0.366
33 H 4.814 -1.947 -1.233
34 O 4.880 -2.321 0.741
35 C 4.126 -2.206 1.929
36 H 4.756 -2.599 2.729
37 C 2.818 -2.992 1.821
38 H 2.193 -2.825 2.697
39 H 3.027 -4.061 1.707
40 H 3.890 -1.150 2.125
41 H 3.948 -0.747 -0.221
42 H 3.033 -3.605 -0.831
43 H -0.115 -3.661 0.015
44 H -2.146 -4.099 -1.361
45 C -4.451 -3.096 -2.826
46 H -5.319 -2.737 -3.376
47 H -3.813 -3.678 -3.494
48 H -4.782 -3.733 -2.004
49 O -5.185 -0.343 -3.179
50 H -5.269 0.623 -3.164
51 S -3.714 1.157 1.398
52 H -1.396 2.246 1.939
53 H -1.364 3.439 -1.501
54 H 0.646 4.328 -2.607
55 H 2.803 4.361 -1.393
56 H 2.921 3.498 0.904
57 H 0.450 1.519 2.548
58 H 2.034 2.255 2.631

Properties
energy relative to the best compared isomer or geometry (same formula, charge and spin) = 292.5 kJ/mol
maximum force = 2.2 eV/Å
HOMO energy = -7.79 eV
HOMO-LUMO gap = 0.2689 Ha

Charges in e, computed with Löwdin, in the same order as the atoms: -0.0796 0.0737 0.0781 0.0702 -0.2067 -0.1901 -0.0392 -0.0854 -0.0817 -0.0207 -0.2016 0.0683 -0.8883 0.0085 0.0941 -0.1709 -0.2363 -0.0135 -0.1454 0.0128 -0.0514 -0.2525 0.0114 -0.0849 0.1008 0.6835 -0.2741 -0.2735 -0.2431 -0.1676 0.1239 -0.1865 0.1297 -0.1254 -0.1820 0.1295 -0.1650 0.1148 0.1335 0.1291 0.1144 0.1333 0.1109 0.1117 0.0086 0.0946 0.1018 0.1038 0.1374 0.1293 0.6374 0.1012 0.0944 0.1021 0.0996 0.1150 0.0935 0.1145